ORCA calculation (the ωB97M-V functional and the def2-TZVPD basis) on C12H15ClN5O8S2Ti as an isolated structure in a non-equilibrium geometry.

As for the net charge: -2. The multiplicity is 2. The highest occupied orbital energy (spin up / spin down) is -2.194 / -2.944 eV. The expectation value of S² is 0.75. The energy relative to the best compared isomer or geometry (same formula, charge and spin) comes out at 4.4 kcal per mole.

```
44
C12H15ClN5O8S2Ti the ωB97M-V functional and the def2-TZVPD basis
Ti -1.053 0.401 -0.440
Cl -2.483 -1.544 2.369
S -1.830 1.623 -2.335
S -1.771 2.730 0.291
O -0.692 -2.905 -3.060
O 2.882 0.028 -1.300
O -1.874 -2.542 1.539
O -3.953 -1.622 2.286
O 0.627 -0.756 1.307
O 0.868 0.784 -0.706
O -2.094 -0.198 1.844
O -2.020 -1.631 3.754
N -2.895 -0.969 -0.900
N -2.327 5.093 -4.339
N -1.489 6.259 -0.153
N -0.433 -1.154 -1.673
N 2.767 -0.950 1.952
C -1.849 4.378 -1.897
C 1.543 1.199 2.335
C 1.657 -0.043 -1.345
C 4.029 -0.249 2.117
C 2.915 -2.288 1.254
C -1.667 5.434 -0.939
C 1.584 -0.230 1.839
C -1.824 3.083 -1.389
C -2.115 4.739 -3.264
C -2.579 -2.137 -1.747
C -1.158 -2.100 -2.247
C 0.955 -1.145 -2.055
H 3.123 -2.109 0.181
H 4.727 -0.946 2.626
H 3.943 0.680 2.689
H -3.264 -2.213 -2.581
H 0.507 1.491 2.497
H 1.961 1.858 1.570
H 1.995 -2.859 1.353
H 4.445 0.028 1.149
H 1.450 -2.089 -1.769
H -3.428 -0.297 -1.433
H 2.099 1.356 3.262
H 1.096 -1.057 -3.135
H -2.685 -3.044 -1.156
H 3.743 -2.823 1.744
H -3.435 -1.269 -0.097
```